Density functional theory data (the ωB97M-V functional and the def2-TZVPD basis) for a structure of composition C2H4N2O2S.

Structure (XYZ):
```
11
Properties=species:S:1:pos:R:3:lowdin_charge:R:1
C -0.25 0.99 -1.07 -0.991
C 0.73 -1.45 0.67 -0.200
H -2.41 0.72 -0.63 0.148
H -1.00 0.08 0.59 0.188
H 1.60 0.51 1.66 0.236
H 0.01 -2.07 -0.49 0.258
N -1.40 0.23 -0.64 -0.030
N 0.83 0.14 0.86 -0.093
O 0.90 0.99 -0.24 -0.193
O 1.14 -2.01 1.71 -0.023
S -0.15 1.86 -2.40 0.701
```

## Properties
LUMO energy	-0.09	eV
orbital gap	8.828	eV
2S+1	1
energy above the lowest of the compared OMol25 structures with the same formula, charge and spin	145.6	kcal per mole
F_max	5.4	eV Å⁻¹
HOMO	-8.92	eV
net charge	0

Density functional theory data (the ωB97M-V functional and the def2-TZVPD basis) for a structure of composition C2H4N2O2S.

Structure (XYZ):
```
11
Properties=species:S:1:pos:R:3:lowdin_charge:R:1
C -0.56 0.22 0.07 -0.417
C 0.83 0.45 -0.08 -0.783
H -2.15 1.49 -0.39 0.202
H -0.81 2.31 0.55 0.086
H -2.97 -1.81 -0.74 0.268
H 0.89 -1.60 1.16 0.110
N -1.33 1.40 0.51 0.058
N -1.13 -1.00 -0.35 -0.010
O -2.52 -0.92 0.04 -0.211
O 1.00 1.69 -0.44 -0.056
S 2.05 -0.83 0.10 0.754
```

## Properties
LUMO energy	-0.75	eV
orbital gap	8.426	eV
2S+1	1
energy above the lowest of the compared OMol25 structures with the same formula, charge and spin	147.9	kcal per mole
F_max	6.7	eV Å⁻¹
HOMO	-9.18	eV
net charge	0

Density functional theory data (the ωB97M-V functional and the def2-TZVPD basis) for an isolated molecule of C2H4N2O2S.

Structure (XYZ):
```
11
Properties=species:S:1:pos:R:3:lowdin_charge:R:1
C 0.47 0.48 0.27 -0.462
C 1.48 -0.63 -0.16 -0.026
N -0.75 -0.03 0.12 0.010
N 0.74 1.71 0.63 0.143
O -3.41 -1.43 -0.52 -0.494
O -1.89 0.65 0.13 -0.415
S -3.35 -0.01 -0.23 0.983
H 2.06 -1.16 0.54 0.049
H 2.10 -0.26 -0.98 0.075
H 0.82 -1.38 -0.58 0.063
H 1.73 2.04 0.78 0.073
```

## Properties
LUMO energy (alpha / beta)	-1.58 / -1.10	eV
orbital gap (alpha / beta)	7.332 / 8.602	eV
2S+1	1
energy above the lowest of the compared OMol25 structures with the same formula, charge and spin	116.8	kcal per mole
F_max	3.6	eV Å⁻¹
HOMO (alpha / beta)	-8.91 / -9.70	eV
net charge	0

Density functional theory data (the ωB97M-V functional and the def2-TZVPD basis) for an isolated molecule of C2H4N2O2S2.

Structure (XYZ):
```
12
Properties=species:S:1:pos:R:3:lowdin_charge:R:1
C 1.24 -0.07 0.72 -1.142
C -0.40 -0.06 -1.59 -0.495
H -1.42 -1.30 0.84 0.121
H 0.44 -0.86 2.32 0.146
H -0.60 -0.90 -2.23 0.066
H -0.16 2.03 -0.63 0.069
N 0.23 -0.68 1.34 -0.132
N -1.39 0.70 -1.32 -0.048
O -0.52 -1.61 0.72 -0.013
O -1.14 1.86 -0.59 -0.077
S 2.45 0.75 1.48 0.596
S 1.27 0.14 -1.07 0.911
```

## Properties
LUMO energy	-0.15	eV
orbital gap	8.782	eV
2S+1	1
energy above the lowest of the compared OMol25 structures with the same formula, charge and spin	74.3	kcal per mole
F_max	1.9	eV Å⁻¹
HOMO	-8.93	eV
net charge	0

Density functional theory data (the ωB97M-V functional and the def2-TZVPD basis) for an isolated molecule of C2H4N2O2S2.

Structure (XYZ):
```
12
Properties=species:S:1:pos:R:3:lowdin_charge:R:1
C -0.06 -0.14 -0.03 -0.445
C 1.28 -0.78 0.16 -0.832
H 1.54 2.67 -0.45 -0.140
H -1.15 1.38 -0.64 0.070
H -2.87 -1.11 -0.23 0.106
H 0.28 -2.20 0.90 0.105
N -0.20 1.18 -0.37 -0.355
N -1.03 -0.98 0.01 0.022
O -2.25 -0.37 -0.20 -0.030
O 1.21 -1.95 0.75 0.016
S 0.57 2.46 0.47 0.747
S 2.69 -0.16 -0.36 0.737
```

## Properties
LUMO energy	-0.34	eV
orbital gap	8.503	eV
2S+1	1
energy above the lowest of the compared OMol25 structures with the same formula, charge and spin	33.3	kcal per mole
F_max	0.8	eV Å⁻¹
HOMO	-8.85	eV
net charge	0

Density functional theory data (the ωB97M-V functional and the def2-TZVPD basis) for an isolated molecule of C2H4N2O3.

Structure (XYZ):
```
11
Properties=species:S:1:pos:R:3:lowdin_charge:R:1
C -0.20 -0.31 -0.60 -0.415
C 0.79 0.27 1.47 -0.347
N -0.38 -0.86 -1.98 0.030
N 0.77 -0.40 0.25 0.124
O -1.20 0.47 -0.90 0.040
O -1.06 -1.76 -2.35 0.124
O 0.06 1.44 1.64 -0.037
H 1.81 0.37 1.61 0.100
H 0.51 -0.34 2.31 0.118
H -0.26 -0.21 -2.71 0.155
H -0.84 1.33 1.24 0.106
```

## Properties
LUMO energy (alpha / beta)	-1.50 / -1.51	eV
orbital gap (alpha / beta)	8.229 / 8.224	eV
2S+1	1
energy above the lowest of the compared OMol25 structures with the same formula, charge and spin	144.5	kcal per mole
F_max	5.5	eV Å⁻¹
HOMO (alpha / beta)	-9.73 / -9.73	eV
net charge	0

Density functional theory data (the ωB97M-V functional and the def2-TZVPD basis) for an isolated molecule of C2H4N2O3.

Structure (XYZ):
```
11
Properties=species:S:1:pos:R:3:lowdin_charge:R:1
C -0.61 -0.09 -0.21 -0.480
C 1.49 1.05 -0.70 -0.193
H -2.12 -1.26 1.25 0.166
H -0.32 0.80 1.57 0.144
H -1.08 -1.75 -0.64 0.090
H 1.98 2.13 -0.83 0.178
N -0.43 -0.08 1.14 0.004
N -1.00 -0.82 -1.18 0.170
O -1.16 -1.14 1.64 -0.062
O -0.03 1.26 -0.56 -0.085
O 1.97 -0.05 -0.53 0.068
```

## Properties
LUMO energy	0.55	eV
orbital gap	10.480	eV
2S+1	1
energy above the lowest of the compared OMol25 structures with the same formula, charge and spin	109.4	kcal per mole
F_max	5.5	eV Å⁻¹
HOMO	-9.93	eV
net charge	0

Density functional theory data (the ωB97M-V functional and the def2-TZVPD basis) for an isolated molecule of C2H4N2O4.

Structure (XYZ):
```
12
Properties=species:S:1:pos:R:3:lowdin_charge:R:1
C -0.72 -0.04 -0.17 -0.536
C 2.07 -0.17 0.46 -0.307
H -3.60 -0.34 -0.53 0.181
H -1.98 1.24 0.68 0.147
H 1.65 1.14 -1.22 0.189
H 1.70 -0.41 1.45 0.138
N -1.99 0.47 0.03 -0.008
N 1.41 0.90 -0.21 0.039
O -2.94 -0.53 0.29 -0.040
O -0.40 -1.15 -0.42 0.166
O 0.03 1.12 0.00 -0.016
O 3.08 -0.69 0.02 0.048
```

## Properties
LUMO energy	0.44	eV
orbital gap	10.791	eV
2S+1	1
energy above the lowest of the compared OMol25 structures with the same formula, charge and spin	61.6	kcal per mole
F_max	4.0	eV Å⁻¹
HOMO	-10.35	eV
net charge	0

Density functional theory data (the ωB97M-V functional and the def2-TZVPD basis) for an isolated molecule of C2H4N2O5.

Structure (XYZ):
```
13
Properties=species:S:1:pos:R:3:lowdin_charge:R:1
C 0.44 1.08 -0.88 0.024
C 0.05 -0.01 0.08 -0.259
N -0.64 0.18 1.37 -0.297
N -0.77 -1.14 -0.74 -0.378
O -1.61 0.93 1.35 0.125
O -0.13 -0.32 2.39 0.109
O -1.30 -1.93 -0.09 0.153
O -0.68 -1.02 -1.90 0.146
O 1.37 -0.82 0.24 0.007
H 1.14 1.61 -0.18 0.129
H -0.41 1.64 -1.10 0.076
H 0.99 0.78 -1.71 0.082
H 1.55 -0.99 1.17 0.083
```

## Properties
LUMO energy	-1.26	eV
orbital gap	10.057	eV
2S+1	1
energy above the lowest of the compared OMol25 structures with the same formula, charge and spin	136.1	kcal per mole
F_max	6.4	eV Å⁻¹
HOMO	-11.32	eV
net charge	0

Density functional theory data (the ωB97M-V functional and the def2-TZVPD basis) for a cluster of 2 separate species, C2H4N2OS in total.

Structure (XYZ):
```
10
Properties=species:S:1:pos:R:3:lowdin_charge:R:1
C -0.66 0.41 -1.43 -0.459
C -0.49 -0.47 1.84 -0.273
N 0.55 0.16 -1.82 0.110
N -1.75 0.47 -1.05 0.116
O 1.58 0.46 0.70 -0.600
S 0.39 0.85 1.55 0.914
H -1.44 -0.36 2.23 -0.001
H 0.02 -1.42 1.69 0.046
H 1.14 0.25 -1.03 0.022
H 0.68 -0.36 -2.68 0.126
```

## Properties
LUMO energy	-0.74	eV
orbital gap	8.888	eV
2S+1	1
energy above the lowest of the compared OMol25 structures with the same formula, charge and spin	73.3	kcal per mole
F_max	2.7	eV Å⁻¹
HOMO	-9.63	eV
net charge	0

Density functional theory data (the ωB97M-V functional and the def2-TZVPD basis) for a structure of composition C2H4N2OS.

Structure (XYZ):
```
10
Properties=species:S:1:pos:R:3:lowdin_charge:R:1
C -0.23 1.18 -0.60 -0.219
C 0.22 -0.74 0.86 -0.461
H -0.23 -1.89 -0.91 -0.056
H -0.71 1.36 -1.61 0.155
H 0.27 1.84 1.23 0.083
H 0.89 -0.39 1.75 0.119
N -0.29 -0.15 -0.22 -0.283
N -0.03 2.13 0.23 0.105
O -0.34 -0.90 -1.30 -0.106
S 0.44 -2.46 0.57 0.663
```

## Properties
LUMO energy	-0.78	eV
orbital gap	8.483	eV
2S+1	1
energy above the lowest of the compared OMol25 structures with the same formula, charge and spin	106.3	kcal per mole
F_max	4.0	eV Å⁻¹
HOMO	-9.27	eV
net charge	0

Density functional theory data (the ωB97M-V functional and the def2-TZVPD basis) for an isolated molecule of C2H4N2OS.

Structure (XYZ):
```
10
Properties=species:S:1:pos:R:3:lowdin_charge:R:1
C -0.39 0.00 -0.25 -0.599
C 1.88 0.46 0.13 -0.554
H -2.20 -0.72 0.22 0.084
H -1.14 -1.92 0.44 0.095
H -1.83 1.30 -0.18 0.096
H 1.53 1.56 0.44 0.131
N -1.33 -1.11 -0.17 0.099
N -0.79 1.15 -0.25 0.141
O 0.87 -0.46 -0.18 -0.115
S 3.40 -0.26 -0.20 0.623
```

## Properties
LUMO energy	-0.57	eV
orbital gap	8.574	eV
2S+1	1
energy above the lowest of the compared OMol25 structures with the same formula, charge and spin	60.8	kcal per mole
F_max	5.4	eV Å⁻¹
HOMO	-9.14	eV
net charge	0

Density functional theory data (the ωB97M-V functional and the def2-TZVPD basis) for an isolated molecule of C2H4N2OS.

Structure (XYZ):
```
10
Properties=species:S:1:pos:R:3:lowdin_charge:R:1
C 0.68 0.10 0.30 -0.097
C -0.71 0.50 -0.31 -0.219
N 0.39 2.44 0.60 0.100
N 1.05 1.43 0.99 -0.726
O -0.64 1.89 -0.38 -0.154
S 2.10 1.65 2.18 0.569
H 0.68 -0.74 0.97 0.095
H 1.35 -0.06 -0.68 0.167
H -0.69 0.20 -1.37 0.126
H -1.54 0.30 0.43 0.139
```

## Properties
LUMO energy (alpha / beta)	-0.45 / -0.46	eV
orbital gap (alpha / beta)	8.128 / 8.127	eV
2S+1	1
energy above the lowest of the compared OMol25 structures with the same formula, charge and spin	121.4	kcal per mole
F_max	3.9	eV Å⁻¹
HOMO (alpha / beta)	-8.58 / -8.58	eV
net charge	0

Density functional theory data (the ωB97M-V functional and the def2-TZVPD basis) for an isolated molecule of C2H4N2OS2.

Structure (XYZ):
```
11
Properties=species:S:1:pos:R:3:lowdin_charge:R:1
C 0.59 0.83 0.41 -0.582
C -1.90 0.61 -0.62 -0.482
H 2.12 -1.08 -0.81 -0.197
H 0.02 1.64 0.89 0.090
H -1.99 1.49 -1.25 0.079
H -1.97 -1.20 0.78 0.059
N 1.83 0.76 0.64 -0.462
N -2.93 0.28 0.04 -0.070
O -2.89 -0.81 0.84 -0.062
S 2.89 -0.38 0.02 0.732
S -0.35 -0.27 -0.63 0.895
```

## Properties
LUMO energy	0.42	eV
orbital gap	9.672	eV
2S+1	1
energy above the lowest of the compared OMol25 structures with the same formula, charge and spin	69.6	kcal per mole
F_max	1.0	eV Å⁻¹
HOMO	-9.25	eV
net charge	0

Density functional theory data (the ωB97M-V functional and the def2-TZVPD basis) for an isolated molecule of C2H4N2OS2.

Structure (XYZ):
```
11
Properties=species:S:1:pos:R:3:lowdin_charge:R:1
C -1.29 0.53 -0.29 -0.584
C 1.54 -0.58 0.30 -0.775
H -0.38 2.17 -0.26 0.039
H 1.14 -0.52 1.40 0.084
H 2.51 -1.07 0.24 0.032
H -1.70 -1.39 0.59 0.094
N -0.19 1.32 -0.65 -0.241
N -1.04 -0.85 0.05 -0.296
O -2.42 1.04 -0.13 0.022
S 1.52 0.96 -0.54 0.817
S 0.33 -1.62 -0.71 0.809
```

## Properties
LUMO energy	0.40	eV
orbital gap	9.226	eV
2S+1	1
energy above the lowest of the compared OMol25 structures with the same formula, charge and spin	26.3	kcal per mole
F_max	3.6	eV Å⁻¹
HOMO	-8.83	eV
net charge	0

Density functional theory data (the ωB97M-V functional and the def2-TZVPD basis) for an isolated molecule of C2H4N2OS2.

Structure (XYZ):
```
11
Properties=species:S:1:pos:R:3:lowdin_charge:R:1
C -0.61 1.71 0.72 -0.307
C 0.36 -0.97 -1.39 -0.986
H -1.99 2.14 3.46 0.172
H -0.21 2.28 -0.10 0.119
H -1.14 -0.16 1.50 0.117
H -0.60 -0.51 -1.76 0.016
N -1.28 2.34 1.59 -0.025
N -0.55 0.31 0.75 -0.359
O -1.73 1.49 2.65 -0.152
S 0.91 -0.48 0.25 0.864
S 1.10 -1.94 -2.55 0.540
```

## Properties
LUMO energy	-0.58	eV
orbital gap	8.352	eV
2S+1	1
energy above the lowest of the compared OMol25 structures with the same formula, charge and spin	76.0	kcal per mole
F_max	4.1	eV Å⁻¹
HOMO	-8.93	eV
net charge	0

Density functional theory data (the ωB97M-V functional and the def2-TZVPD basis) for an isolated molecule of C2H4N2OS2.

Structure (XYZ):
```
11
Properties=species:S:1:pos:R:3:lowdin_charge:R:1
C -0.12 0.12 0.17 -0.571
C 0.82 1.35 0.40 -1.120
H -0.59 -2.40 -0.17 0.103
H -1.47 -1.56 -1.31 0.100
H 1.08 -0.53 -1.29 0.072
H -0.80 1.70 1.99 -0.105
N -0.51 -1.88 -1.07 0.043
N 0.26 -0.74 -0.77 -0.047
O -1.13 -0.03 0.86 -0.003
S 0.29 2.40 1.66 0.831
S 2.17 1.57 -0.46 0.698
```

## Properties
LUMO energy	-1.03	eV
orbital gap	8.189	eV
2S+1	1
energy above the lowest of the compared OMol25 structures with the same formula, charge and spin	20.3	kcal per mole
F_max	1.1	eV Å⁻¹
HOMO	-9.22	eV
net charge	0

Density functional theory data (the ωB97M-V functional and the def2-TZVPD basis) for an isolated molecule of C2H4N2P2.

Structure (XYZ):
```
10
Properties=species:S:1:pos:R:3:lowdin_charge:R:1
C 0.00 -0.99 -0.23 -0.299
C 0.32 0.50 -0.18 -0.850
N -1.26 -1.27 -0.19 -0.074
N -1.98 -0.16 -0.05 -0.368
P -1.24 1.32 -0.06 0.886
P 2.05 0.99 -0.18 0.711
H 0.74 -1.89 -0.35 0.129
H -2.94 -0.27 -0.27 0.067
H 2.39 -0.17 0.64 -0.085
H 1.92 1.95 0.86 -0.115
```

## Properties
LUMO energy	0.44	eV
orbital gap	8.956	eV
2S+1	1
energy above the lowest of the compared OMol25 structures with the same formula, charge and spin	0.0	kcal per mole
F_max	3.7	eV Å⁻¹
HOMO	-8.52	eV
net charge	0

Density functional theory data (the ωB97M-V functional and the def2-TZVPD basis) for a cluster of 2 separate species, C2H4N2S in total.

Structure (XYZ):
```
9
Properties=species:S:1:pos:R:3:lowdin_charge:R:1
C -2.25 -0.84 0.34 -0.137
C 0.54 -0.07 0.23 -0.622
N -2.39 -1.28 -0.70 0.060
N 0.71 0.95 -0.57 -0.057
S 1.54 -1.43 -0.14 0.695
H -2.11 -0.43 1.31 0.038
H 0.15 1.77 -0.40 0.086
H 1.35 1.00 -1.36 0.090
H 1.06 -2.19 0.84 -0.153
```

## Properties
LUMO energy	0.84	eV
orbital gap	9.429	eV
2S+1	1
energy above the lowest of the compared OMol25 structures with the same formula, charge and spin	46.8	kcal per mole
F_max	0.6	eV Å⁻¹
HOMO	-8.59	eV
net charge	0

Density functional theory data (the ωB97M-V functional and the def2-TZVPD basis) for a cluster of 2 separate species, C2H4N2S in total.

Structure (XYZ):
```
9
Properties=species:S:1:pos:R:3:lowdin_charge:R:1
C -2.13 -0.11 -0.07 -0.520
C 1.54 0.56 0.24 -0.386
N -3.27 0.03 -0.16 0.133
N -0.85 -0.42 -0.02 -0.408
S 0.34 0.19 -1.00 0.872
H 1.17 1.42 0.64 -0.009
H 2.42 0.72 -0.38 0.034
H 1.89 -0.10 1.04 0.066
H -1.13 -2.28 -0.29 0.217
```

## Properties
LUMO energy (alpha / beta)	-0.91 / -2.04	eV
orbital gap (alpha / beta)	8.475 / 7.680	eV
2S+1	1
energy above the lowest of the compared OMol25 structures with the same formula, charge and spin	108.9	kcal per mole
F_max	2.9	eV Å⁻¹
HOMO (alpha / beta)	-9.39 / -9.72	eV
net charge	0